A structure of composition C13H19BrOSiTi in a non-equilibrium geometry, computed with the ωB97M-V functional and the def2-TZVPD basis.

Structure (ORCA input):
```
! wB97M-V def2-TZVPD RIJCOSX def2/J DEFGRID3
* xyz -1 2
C 1.93 -0.49 -1.15
C 2.16 -0.98 0.18
C 1.25 -2.08 0.42
H 2.99 -0.70 0.83
C 0.53 -2.31 -0.80
C 0.86 -1.27 -1.74
H 0.52 -1.19 -2.77
H 2.55 0.25 -1.67
H 1.24 -2.73 1.31
H -0.16 -3.14 -0.99
Ti 0.08 -0.14 0.03
Br 0.21 2.06 -0.63
C -0.92 3.85 -3.63
C -0.83 2.89 -4.69
C 0.55 2.74 -5.02
H -1.66 2.39 -5.17
C 1.31 3.61 -4.18
C 0.40 4.29 -3.31
H 0.67 5.03 -2.57
H -1.84 4.20 -3.17
H 0.95 2.10 -5.80
H 2.39 3.74 -4.21
C -2.26 -0.36 4.08
Si -1.00 -1.32 3.10
C 0.60 -1.54 4.07
C -1.68 -3.01 2.61
O -0.65 -0.51 1.68
H -2.48 -0.92 5.01
H -3.20 -0.24 3.53
H -1.89 0.63 4.37
H 0.41 -2.04 5.03
H 1.33 -2.15 3.50
H 1.08 -0.58 4.27
H -2.56 -2.90 1.97
H -0.93 -3.58 2.03
H -1.96 -3.61 3.49
*
```

The calculation puts the LUMO energy (spin up / spin down) at 2.4 / 2.3 eV. The highest occupied orbital energy (spin up / spin down) is -2.3200 / -2.3214 eV. The value obtained for the energy above the lowest of the compared OMol25 structures with the same formula, charge and spin is 0.098 eV.

Charges in e, computed with natural (NBO), in the same order as the atoms: C -0.298; C -0.347; C -0.308; H 0.242; C -0.296; C -0.365; H 0.265; H 0.269; H 0.234; H 0.236; Ti 1.129; Br -0.238; C -0.367; C -0.372; C -0.375; H 0.173; C -0.373; C -0.367; H 0.177; H 0.176; H 0.173; H 0.173; C -1.143; Si 1.908; C -1.136; C -1.136; O -1.139; H 0.227; H 0.242; H 0.245; H 0.227; H 0.229; H 0.240; H 0.237; H 0.230; H 0.227